This record from the Open Molecules 2025 dataset describes C10H16CdClLu as an isolated structure at a distorted geometry. The level of theory is the ωB97M-V functional and the def2-TZVPD basis.

XYZ file:
```
29
C10H16CdClLu (the ωB97M-V functional and the def2-TZVPD basis)
Lu -0.1688 -0.2783 -2.7541
Cl 0.6024 -2.1180 -1.2895
C 1.7412 0.8274 -3.0242
C -1.3093 -1.5559 -4.1656
H 1.5821 1.1581 -4.0901
H 1.6895 1.6352 -2.2311
H 2.4931 -0.0104 -2.8514
H -1.1490 -0.9501 -5.1005
H -2.3538 -1.5415 -3.7290
H -0.7345 -2.5326 -4.0700
Cd -0.8407 -0.3799 0.1812
C -2.4046 -1.4715 1.1923
C -1.5590 0.7933 -1.4487
H -3.3277 -0.9876 0.7858
H -2.2982 -2.5543 0.9432
H -2.1943 -1.2160 2.2613
H -2.5986 0.6350 -1.8025
H -1.1265 1.8173 -1.2876
C 1.8886 1.1465 3.8721
C 1.6401 -0.2163 3.7088
C 0.8942 -0.6566 2.5901
C 0.4466 0.3243 1.7292
C 0.6635 1.6807 1.8407
C 1.4161 2.0974 2.9640
H 2.4676 1.4767 4.7344
H 2.0009 -0.9619 4.4113
H 0.6646 -1.7178 2.4298
H 0.2650 2.3973 1.1061
H 1.6096 3.1595 3.0938
```

As for the LUMO energy: 5.597 eV. The frontier orbital gap comes out at 5.3200 eV. As for the charge: -2. The calculated total energy comes out at -2253.9253 Eh. The calculation puts the HOMO energy at 0.3 eV.

Just the Mulliken charges please, in e? Sure, here they are: Lu 0.70; Cl -0.64; C -1.14; C -1.08; H 0.33; H 0.19; H 0.21; H 0.26; H 0.18; H 0.25; Cd 0.31; C -1.21; C -1.24; H 0.19; H 0.24; H 0.26; H 0.24; H 0.21; C -0.47; C -0.31; C -0.33; C -0.19; C -0.24; C -0.24; H 0.28; H 0.32; H 0.30; H 0.31; H 0.33

=====

This record from the Open Molecules 2025 dataset describes C10H16Cl18O4 as an isolated structure at a distorted geometry. The level of theory is the ωB97M-V functional and the def2-TZVPD basis.

XYZ file:
```
48
C10H16Cl18O4 (the ωB97M-V functional and the def2-TZVPD basis)
C 3.6949 -1.9618 -4.3339
Cl 4.9035 -2.6575 -5.5228
Cl 3.1548 -0.2934 -4.8277
Cl 2.3054 -2.8758 -4.1930
Cl 4.3995 -1.9585 -2.7050
C 1.9512 -5.2463 1.7774
Cl 0.5342 -6.1421 1.6362
Cl 2.2803 -5.0125 3.5330
Cl 3.1015 -6.1163 0.9054
Cl 1.6785 -3.6862 0.9682
C -1.6730 3.6924 -4.4317
Cl -0.5172 4.3350 -5.6386
Cl -2.9253 4.9669 -4.1915
Cl -2.3607 2.2491 -5.2319
Cl -0.8901 3.4031 -2.9192
C 3.6710 0.2682 2.7379
Cl 2.3930 -0.3620 3.8917
Cl 4.0788 -1.0131 1.5475
Cl 2.8840 1.5979 1.8060
Cl 5.2398 0.7584 3.4560
C -4.3102 0.7960 -0.7745
C -3.4680 0.5872 0.5349
O -2.2339 1.2269 0.3351
O -4.4363 2.1790 -1.0347
H -5.2950 0.3317 -0.7219
H -3.7092 0.4603 -1.6196
H -3.3877 -0.4708 0.7846
H -4.0141 0.9627 1.4002
H -2.4036 2.1342 0.0712
H -4.6832 2.3634 -1.9439
C -0.8759 1.4787 4.0705
C -0.9104 -0.0120 3.5714
O -0.3721 -0.1777 2.2564
O 0.3390 1.9921 3.6169
H -0.8960 1.4549 5.1601
H -1.6639 2.1507 3.7306
H -1.9134 -0.4315 3.6495
H -0.1898 -0.5116 4.2189
H -1.1030 -0.1892 1.6341
H 0.6114 1.3758 2.9331
Cl 2.1701 1.4276 -1.6001
C 0.7937 0.5227 -1.0431
C 0.9619 -0.9843 -1.4593
Cl -0.4803 -1.8505 -1.0519
H -0.0780 0.9209 -1.5624
H 0.7220 0.7404 0.0225
H 1.7897 -1.4286 -0.9065
H 1.1323 -0.9947 -2.5359
```

As for the LUMO energy: -0.031 eV. The frontier orbital gap comes out at 9.7645 eV. The calculated total energy comes out at -8974.9142 Eh. The calculation puts the HOMO energy at -9.8 eV.

Just the Mulliken charges please, in e? Sure, here they are: C 0.33; Cl -0.12; Cl -0.09; Cl -0.08; Cl -0.05; C 0.26; Cl -0.11; Cl -0.12; Cl -0.10; Cl 0.04; C 0.31; Cl -0.11; Cl -0.11; Cl -0.11; Cl 0.01; C 0.26; Cl -0.05; Cl -0.06; Cl -0.08; Cl -0.08; C -0.43; C -0.43; O -0.40; O -0.54; H 0.36; H 0.26; H 0.37; H 0.29; H 0.26; H 0.30; C -0.28; C -0.52; O -0.10; O -0.46; H 0.33; H 0.24; H 0.43; H 0.21; H -0.03; H 0.14; Cl -0.21; C 0.60; C 0.13; Cl -0.20; H 0.07; H -0.44; H 0.07; H 0.06

=====

This record from the Open Molecules 2025 dataset describes C10H16Cl3FOTc as an isolated structure at a distorted geometry. The level of theory is the ωB97M-V functional and the def2-TZVPD basis.

XYZ file:
```
32
C10H16Cl3FOTc (the ωB97M-V functional and the def2-TZVPD basis)
C 0.9824 -0.5031 -0.6561
C 1.0454 0.8843 -0.2700
C -0.2515 1.4461 -0.4563
C 2.2113 1.6459 0.2138
C -1.0757 0.4621 -1.0655
C -0.3279 -0.7512 -1.1496
C -0.8230 -2.0480 -1.6277
C 2.0504 -1.5066 -0.5866
C -0.6537 2.8338 -0.1319
C -2.4499 0.6951 -1.5518
Tc -0.5288 -0.0774 3.4706
Cl -0.3046 2.0966 3.5776
Cl 1.6414 -0.7621 3.0337
Cl -2.3805 -0.6668 2.2241
H 3.0675 0.9713 0.2847
H 2.0292 2.0688 1.2111
H 2.4932 2.5080 -0.4180
H -0.2572 3.1507 0.8410
H -1.7408 2.9346 -0.0345
H -0.3191 3.5622 -0.8922
H -2.9995 1.3522 -0.8676
H -2.9754 -0.2621 -1.6256
H -2.4820 1.1778 -2.5435
H -1.9097 -2.0216 -1.4588
H -0.4282 -2.9099 -0.9806
H -0.6131 -2.1828 -2.7147
H 2.7495 -1.1166 0.1542
H 2.5169 -1.7345 -1.5753
H 1.6981 -2.5002 -0.1510
O 0.8152 -3.7531 0.0049
H 0.1079 -3.7792 0.8218
F -0.8879 -1.2145 4.9200
```

As for the LUMO energy (alpha / beta): 5.347 / 5.236 eV. The frontier orbital gap (alpha / beta) comes out at 5.9361 / 5.8264 eV. As for the charge: -2. The calculated total energy comes out at -2027.1033 Eh. Its expectation value of S² is 4.019. The calculation puts the HOMO energy (alpha / beta) at -0.6 / -0.6 eV. As for the spin multiplicity: 4.

Just the Mulliken charges please, in e? Sure, here they are: C 0.44; C 0.36; C 0.65; C -1.45; C 0.39; C 0.57; C -1.20; C -1.15; C -1.42; C -1.62; Tc 1.19; Cl -0.52; Cl -0.50; Cl -0.54; H 0.38; H 0.24; H 0.29; H 0.27; H 0.35; H 0.25; H 0.34; H 0.38; H 0.22; H 0.34; H 0.31; H 0.16; H 0.35; H 0.22; H 0.28; O -1.09; H 0.19; F -0.67

=====

This record from the Open Molecules 2025 dataset describes C10H16ClI2NOPRu as an isolated structure at a distorted geometry. The level of theory is the ωB97M-V functional and the def2-TZVPD basis.

XYZ file:
```
33
C10H16ClI2NOPRu (the ωB97M-V functional and the def2-TZVPD basis)
I -2.0885 2.7619 -1.7123
I 0.5016 3.0938 0.3306
Ru 0.3271 0.5823 -0.4476
P 1.6710 1.0183 -2.1490
C 3.3440 1.4239 -1.6433
C 1.9630 -0.4754 -3.1018
H 0.1328 2.0580 -3.6387
H 1.8460 2.3117 -4.1537
H 1.1310 3.2523 -2.7949
C 1.1485 2.2963 -3.3117
H 1.0068 -0.9336 -3.3789
H 2.5302 -0.2155 -3.9988
H 3.9115 1.6764 -2.5473
H 3.7916 0.5450 -1.1604
H 2.5350 -1.1768 -2.4881
H 3.3436 2.2710 -0.9508
C 1.6934 0.2119 0.7046
O 2.5290 0.1181 1.5220
Cl -1.0693 -0.4190 -2.1229
C -3.2939 -2.4221 3.9997
C -2.4258 -1.6987 3.0117
C -2.0439 -2.3275 1.8301
C -1.2705 -1.6382 0.8927
N -0.8782 -0.3727 1.1035
C -1.2290 0.2535 2.2425
C -2.0109 -0.3826 3.2221
H -4.2352 -2.7133 3.5187
H -2.8116 -3.3474 4.3270
H -3.5041 -1.7851 4.8647
H -2.3886 -3.3514 1.6498
H -0.9857 -2.0757 -0.0569
H -0.8732 1.2913 2.3204
H -2.2975 0.1692 4.1168
```

As for the LUMO energy (alpha / beta): -12.506 / -15.212 eV. The frontier orbital gap (alpha / beta) comes out at 7.4447 / 4.7682 eV. As for the charge: +3. The calculated total energy comes out at -2011.3039 Eh. Its expectation value of S² is 6.044. The calculation puts the HOMO energy (alpha / beta) at -20.0 / -20.0 eV. As for the spin multiplicity: 5.

Just the Mulliken charges please, in e? Sure, here they are: I 0.54; I 0.15; Ru 0.29; P 1.03; C -1.29; C -1.16; H 0.29; H 0.46; H 0.37; C -1.04; H 0.40; H 0.43; H 0.43; H 0.42; H 0.36; H 0.39; C 0.38; O -0.23; Cl -0.36; C -1.40; C 0.88; C -0.60; C 0.08; N -0.07; C -0.08; C -0.70; H 0.40; H 0.40; H 0.37; H 0.51; H 0.54; H 0.37; H 0.44

=====

Please write out number 1 again, unchanged.
This record from the Open Molecules 2025 dataset describes C10H16CdClLu as an isolated structure at a distorted geometry. The level of theory is the ωB97M-V functional and the def2-TZVPD basis.

XYZ file:
```
29
C10H16CdClLu (the ωB97M-V functional and the def2-TZVPD basis)
Lu -0.1688 -0.2783 -2.7541
Cl 0.6024 -2.1180 -1.2895
C 1.7412 0.8274 -3.0242
C -1.3093 -1.5559 -4.1656
H 1.5821 1.1581 -4.0901
H 1.6895 1.6352 -2.2311
H 2.4931 -0.0104 -2.8514
H -1.1490 -0.9501 -5.1005
H -2.3538 -1.5415 -3.7290
H -0.7345 -2.5326 -4.0700
Cd -0.8407 -0.3799 0.1812
C -2.4046 -1.4715 1.1923
C -1.5590 0.7933 -1.4487
H -3.3277 -0.9876 0.7858
H -2.2982 -2.5543 0.9432
H -2.1943 -1.2160 2.2613
H -2.5986 0.6350 -1.8025
H -1.1265 1.8173 -1.2876
C 1.8886 1.1465 3.8721
C 1.6401 -0.2163 3.7088
C 0.8942 -0.6566 2.5901
C 0.4466 0.3243 1.7292
C 0.6635 1.6807 1.8407
C 1.4161 2.0974 2.9640
H 2.4676 1.4767 4.7344
H 2.0009 -0.9619 4.4113
H 0.6646 -1.7178 2.4298
H 0.2650 2.3973 1.1061
H 1.6096 3.1595 3.0938
```

As for the LUMO energy: 5.597 eV. The frontier orbital gap comes out at 5.3200 eV. As for the charge: -2. The calculated total energy comes out at -2253.9253 Eh. The calculation puts the HOMO energy at 0.3 eV.

Just the Mulliken charges please, in e? Sure, here they are: Lu 0.70; Cl -0.64; C -1.14; C -1.08; H 0.33; H 0.19; H 0.21; H 0.26; H 0.18; H 0.25; Cd 0.31; C -1.21; C -1.24; H 0.19; H 0.24; H 0.26; H 0.24; H 0.21; C -0.47; C -0.31; C -0.33; C -0.19; C -0.24; C -0.24; H 0.28; H 0.32; H 0.30; H 0.31; H 0.33